# 1
{
  "formula": "C30H26MoN5O5S4",
  "method": "the ωB97M-V functional and the def2-TZVPD basis",
  "elements": ["Mo", "S", "S", "S", "S", "O", "O", "O", "O", "O", "N", "N", "N", "N", "N", "C", "C", "C", "C", "C", "C", "C", "C", "C", "C", "C", "C", "C", "C", "C", "C", "C", "C", "C", "C", "C", "C", "C", "C", "C", "C", "C", "C", "C", "C", "H", "H", "H", "H", "H", "H", "H", "H", "H", "H", "H", "H", "H", "H", "H", "H", "H", "H", "H", "H", "H", "H", "H", "H", "H", "H"],
  "xyz": [[0.3085, -0.7461, 0.8238], [-1.1382, 0.1328, -3.0415], [2.4966, -0.6938, 1.8529], [-1.7334, 4.3410, -0.0775], [1.7812, 3.0948, -0.6429], [0.9004, 2.0664, 1.9966], [-0.1693, 0.7161, -0.0826], [-0.0301, 3.2122, 3.6847], [-1.2007, -3.6748, 3.1489], [0.0631, -2.4799, 1.7248], [4.6745, -0.9711, 0.3905], [-0.4296, -0.2580, 2.8785], [-1.1874, -1.7862, -0.4089], [2.8052, -1.7029, -0.6811], [1.4377, -1.7851, -0.5926], [-0.6396, -2.6539, -1.2758], [-0.7638, 1.8095, -0.8034], [-0.4387, 0.8887, 3.5824], [3.3555, -1.1616, 0.3836], [-2.7800, 4.4919, 1.2644], [-1.5674, 2.6511, 0.1649], [-0.8954, -1.3449, 3.5140], [-2.8116, -3.3542, -1.9833], [-3.5612, 0.9073, -3.2076], [0.3391, 2.6230, -1.4630], [0.2120, 2.1014, 2.9772], [-2.6626, 0.0891, -3.8164], [0.2810, 3.1943, -2.7043], [2.2984, 4.0346, -1.9698], [-0.7086, -2.6459, 2.7741], [-2.9921, 3.2971, 1.8800], [0.8480, -2.6395, -1.3570], [-1.4292, -3.4668, -2.0607], [5.5511, -1.1726, -0.7628], [1.6165, -3.5547, -2.2369], [-2.5104, -1.6907, -0.3193], [-2.2938, 2.2349, 1.2375], [5.7655, -2.6347, -1.1241], [-3.3660, -2.4445, -1.1070], [-1.5063, -0.1472, 5.4685], [-1.4425, -1.3400, 4.7813], [-3.0072, 1.5724, -2.0742], [1.4069, 4.0109, -2.9957], [-1.7046, 1.2451, -1.8523], [-0.9722, 0.9761, 4.8584], [-2.8953, -0.9781, 0.4000], [1.5417, 4.5394, -3.9288], [6.5026, -0.7137, -0.5001], [-3.1829, 5.4579, 1.5271], [6.4426, -2.7043, -1.9759], [2.4749, -3.9334, -1.6857], [5.0445, -0.5144, 1.2067], [2.0078, -3.0104, -3.1001], [-3.4466, -3.9677, -2.6090], [-1.7928, -2.2793, 5.1875], [6.2034, -3.1813, -0.2884], [-0.9550, 1.9331, 5.3559], [-3.5601, 2.2635, -1.4525], [-2.8074, -0.5328, -4.6870], [1.0108, -4.3862, -2.5866], [4.8206, -3.1024, -1.3949], [-4.4356, -2.3137, -1.0272], [-0.5414, 3.0543, -3.3897], [-3.6238, 3.1694, 2.7480], [5.1367, -0.6266, -1.6115], [0.4448, 3.9414, 3.2536], [-4.5755, 1.0494, -3.5531], [-1.9378, -0.0912, 6.4590], [3.2410, 4.5582, -1.9176], [-2.3472, 1.2036, 1.5558], [-0.9696, -4.1765, -2.7317]],
  "forces_ev_per_angstrom": [[1.7, 0.5, 0.2], [0.0, 0.1, -0.1], [-0.4, 0.2, -0.3], [0.1, 0.0, 0.0], [0.0, -0.1, 0.1], [0.0, 0.0, 0.2], [0.0, 0.6, -0.3], [0.1, -0.1, -0.1], [0.0, 0.0, 0.0], [-0.1, -0.6, 0.3], [0.1, 0.1, 0.1], [-0.4, -0.2, 0.6], [-0.7, 0.0, 0.2], [-0.1, 0.2, 0.1], [0.1, -0.3, 0.0], [0.5, 0.0, 0.0], [-0.1, 0.1, -0.3], [0.0, 0.3, 0.0], [-0.2, -0.1, -0.2], [0.0, 0.0, 0.0], [0.1, 0.1, 0.1], [0.1, -0.1, -0.1], [0.1, -0.1, -0.1], [0.0, 0.1, 0.1], [0.0, 0.0, -0.1], [0.0, 0.0, 0.0], [0.0, 0.0, 0.0], [0.0, 0.0, 0.0], [0.0, 0.0, 0.0], [0.0, 0.1, -0.2], [0.0, -0.1, -0.1], [-0.4, -0.1, 0.0], [-0.1, -0.2, -0.2], [0.0, -0.1, 0.0], [-0.1, 0.0, -0.1], [0.0, 0.0, 0.0], [-0.2, 0.0, 0.0], [0.0, 0.0, 0.0], [0.0, 0.1, 0.0], [0.0, 0.1, 0.0], [-0.1, -0.1, 0.0], [-0.2, -0.1, 0.0], [0.0, -0.1, 0.0], [0.2, -0.1, -0.1], [0.0, 0.1, 0.0], [0.0, 0.0, 0.0], [0.0, 0.0, 0.0], [0.0, 0.1, 0.0], [0.0, 0.0, 0.0], [0.0, 0.0, 0.0], [0.0, 0.0, 0.0], [0.1, 0.0, 0.0], [0.0, 0.0, 0.0], [0.0, 0.0, 0.0], [0.0, 0.0, 0.0], [0.0, 0.0, 0.0], [0.0, 0.0, 0.0], [0.0, 0.0, 0.0], [0.0, 0.0, 0.0], [0.1, 0.0, 0.0], [0.0, 0.0, 0.0], [0.0, 0.0, 0.0], [0.0, 0.0, 0.0], [0.0, 0.0, 0.0], [0.0, 0.0, 0.0], [0.0, 0.0, 0.0], [0.0, 0.0, 0.0], [0.0, 0.0, 0.0], [0.0, 0.0, 0.0], [0.0, -0.1, 0.0], [-0.1, 0.0, 0.0]],
  "lowdin_charge": [1.550, 1.086, 0.690, 1.109, 1.075, 0.020, -0.350, 0.131, 0.133, -0.248, -0.011, 0.038, -0.038, 0.033, -0.127, -0.231, -0.486, -0.161, -0.739, -0.386, -0.489, -0.159, -0.017, -0.158, -0.503, -0.478, -0.383, -0.129, -0.391, -0.545, -0.163, -0.228, 0.014, -0.226, 0.006, -0.089, -0.137, -0.082, -0.018, 0.004, 0.040, -0.096, -0.160, -0.470, 0.035, 0.121, 0.109, 0.117, 0.074, 0.078, 0.085, 0.117, 0.109, 0.124, 0.137, 0.079, 0.129, 0.119, 0.075, 0.075, 0.046, 0.122, 0.117, 0.110, 0.115, 0.152, 0.109, 0.126, 0.073, 0.103, 0.115],
  "e_tot_ev": -94413.9948,
  "total_charge": 1,
  "e_lumo_ev": [-3.68, -3.77],
  "homo_energy_ha": [-0.3949, -0.3969],
  "homo_lumo_gap_ev": [7.07, 7.03]
}

=====

# 2
{
  "formula": "C30H26O4",
  "method": "the ωB97M-V functional and the def2-TZVPD basis",
  "elements": ["O", "O", "O", "O", "C", "C", "C", "C", "C", "C", "C", "C", "C", "C", "C", "C", "C", "C", "C", "C", "C", "C", "C", "C", "C", "C", "C", "C", "C", "C", "C", "C", "C", "C", "H", "H", "H", "H", "H", "H", "H", "H", "H", "H", "H", "H", "H", "H", "H", "H", "H", "H", "H", "H", "H", "H", "H", "H", "H", "H"],
  "xyz": [[-1.8189, -1.1743, -0.9809], [-3.8051, 2.7256, 3.5089], [0.4322, -1.4733, -2.5661], [1.6854, -0.7409, 1.6844], [0.4893, 1.9960, -0.0922], [-0.9624, -0.9369, 0.1497], [4.1209, 0.5724, 0.9804], [-2.2901, -2.4817, -1.3194], [-2.5928, 1.1092, 0.3837], [-2.3684, 0.9102, 3.1522], [0.3081, 0.9162, -0.9767], [3.0892, 0.2403, 0.0417], [0.9340, -3.4513, 0.4244], [-0.4200, 2.4779, -2.6639], [0.4629, -0.4805, -0.3627], [0.7510, -5.7436, -0.2883], [-1.6346, 0.0786, 2.3271], [0.9570, -3.0028, -0.8987], [0.7000, -1.6181, -1.3711], [0.1362, 3.2794, -0.4767], [5.1063, 2.2084, -0.5253], [0.8878, -4.8082, 0.7328], [-4.6958, 3.7652, 2.9937], [-1.7244, 0.1215, 0.9440], [-0.1162, 1.1683, -2.2819], [-3.2710, 1.8425, 2.6104], [-0.3474, 3.5179, -1.7561], [5.0701, 1.5616, 0.7063], [-3.3375, 1.9620, 1.1883], [1.7259, -0.3551, 0.5317], [4.2525, 1.7506, -1.5280], [3.2720, 0.7747, -1.2536], [0.8201, -5.3320, -1.6243], [0.9989, -3.9897, -1.9123], [-0.8479, 2.6275, -3.6569], [0.5197, -6.7667, -0.0329], [-1.9407, -2.7493, -2.3320], [-0.8596, -1.8581, 0.8433], [-0.7567, 4.4942, -1.9963], [-3.9559, 2.7558, 0.7442], [-0.2780, 0.3178, -2.9290], [0.8442, -5.1332, 1.7761], [-2.0157, -3.3078, -0.6304], [0.9858, -2.7399, 1.2356], [5.7433, 3.0894, -0.6471], [5.7610, 1.9003, 1.4827], [4.1402, 0.0956, 1.9619], [-5.0157, 4.3390, 3.8722], [2.6119, 0.4725, -2.0687], [-3.3909, -2.4460, -1.3873], [0.7165, -6.0144, -2.4661], [-4.1247, 4.3854, 2.2889], [0.1527, 4.0914, 0.2534], [-2.1957, 0.8207, 4.2164], [-5.5372, 3.2887, 2.4645], [-2.6849, 1.2337, -0.6947], [1.0969, -3.6761, -2.9425], [4.3254, 2.2472, -2.4907], [-0.9576, -0.6581, 2.7292], [0.8481, 1.8003, 0.9245]],
  "forces_ev_per_angstrom": [[0.7, -0.6, 0.3], [-1.0, 0.4, -0.5], [1.0, -0.3, 1.5], [-0.1, 0.3, -0.2], [-0.2, -0.3, -0.2], [-1.3, -0.4, 1.5], [-0.9, -0.2, -0.1], [-0.2, -0.3, -0.3], [0.6, -0.8, 0.2], [-0.3, 0.1, -0.1], [-0.1, 0.3, 0.0], [0.2, 1.0, -0.4], [0.5, 0.2, 0.1], [-0.4, -0.5, -0.3], [1.0, 0.5, -1.8], [-0.2, 0.3, -0.1], [-0.1, -0.1, -0.6], [0.1, -1.4, -0.3], [-0.4, 0.3, -2.0], [0.0, 0.1, 0.4], [-0.5, -0.2, 0.2], [-0.4, -0.1, -0.1], [0.9, -1.1, 0.0], [-0.7, 0.8, 0.1], [-0.2, 0.2, 0.5], [1.4, 0.4, -0.6], [-0.2, 0.1, 0.1], [-0.1, -0.2, 0.2], [-0.3, 0.1, 1.2], [0.9, -1.1, 1.3], [0.0, -0.1, 0.3], [0.1, 0.2, 0.0], [0.2, 0.2, 0.2], [-0.2, 0.2, 0.3], [0.2, 0.1, 0.2], [0.2, -0.2, -0.1], [0.1, 0.1, 0.4], [-0.2, 1.4, -1.3], [0.3, 0.0, -0.1], [0.3, -0.6, 0.1], [0.0, 0.5, -0.1], [0.1, 0.2, -0.4], [0.1, 0.7, -0.1], [-0.1, -0.1, 0.0], [-0.1, -0.5, -0.2], [-0.2, -0.4, -0.1], [-0.3, 0.2, -0.2], [0.1, -0.2, -0.4], [0.1, 0.2, 0.3], [0.4, 0.1, 0.2], [0.1, -0.1, 0.4], [-0.3, 0.1, 0.2], [0.1, -0.2, -0.2], [-0.3, 0.3, 0.1], [0.1, 0.3, 0.3], [0.2, -0.2, 0.2], [-0.2, 0.1, 0.0], [-0.3, -0.4, -0.1], [0.1, 0.0, 0.4], [-0.2, 0.2, -0.3]],
  "lowdin_charge": [-0.149, -0.107, 0.066, 0.082, -0.032, -0.188, -0.015, -0.060, -0.008, -0.002, -0.182, -0.099, -0.031, -0.070, -0.162, -0.074, -0.039, -0.130, -0.264, -0.071, -0.088, -0.064, -0.054, -0.154, -0.017, -0.264, -0.095, -0.088, -0.010, -0.259, -0.065, -0.020, -0.066, -0.014, 0.105, 0.101, 0.090, 0.164, 0.101, 0.104, 0.103, 0.111, 0.099, 0.094, 0.108, 0.105, 0.113, 0.092, 0.113, 0.091, 0.107, 0.087, 0.109, 0.115, 0.094, 0.120, 0.117, 0.103, 0.111, 0.134],
  "e_tot_ev": -39719.4533,
  "total_charge": 0,
  "e_lumo_ev": -0.34,
  "homo_energy_ha": -0.2967,
  "homo_lumo_gap_ev": 7.74,
  "relative_energy_ev": 0.0000
}